--- one ---
# C4H9N

A 2-piece molecular cluster, C4H9N overall (the ωB97M-V functional and the def2-TZVPD basis, OMol25).

Structure (XYZ):
```
14
Properties=species:S:1:pos:R:3:lowdin_charge:R:1
H -0.654 1.821 -1.365 0.04
N 0.416 -1.856 1.516 -0.01
H -1.723 -1.934 1.511 0.09
H 1.217 1.688 -0.082 0.04
H 0.400 -2.795 1.142 0.06
C 1.328 1.379 -1.112 -0.09
H -0.487 0.716 0.850 0.05
H -1.903 0.010 -0.122 0.05
H 0.298 1.584 -2.962 0.04
C -1.007 -0.158 0.469 -0.03
C 0.291 1.647 -1.884 -0.09
H 2.217 1.000 -1.592 0.05
C -0.898 -1.327 1.114 -0.26
H 0.503 -1.775 2.517 0.05
```

Values from the calculation:
LUMO, eV: 1.147
HOMO energy, eV: -8.9
SMILES string: C=CN.C=C
Charge: 0
Orbital gap, eV: 10.09

***

--- two ---
# C4H9N

A single C4H9N molecule (the ωB97M-V functional and the def2-TZVPD basis, OMol25).

Structure (XYZ):
```
14
Properties=species:S:1:pos:R:3:lowdin_charge:R:1
H -2.093 -0.702 -0.518 0.10
C 1.896 1.024 0.661 -0.14
H 1.707 1.988 0.173 0.07
H 2.612 1.057 1.467 0.07
H -1.534 -0.492 -2.307 0.07
H -1.219 0.968 0.350 0.12
C -0.343 0.394 0.029 -0.21
H -2.149 -2.054 -1.609 0.06
N 0.627 0.428 1.095 -0.15
C -1.598 -1.150 -1.459 -0.06
H -0.125 -1.698 0.130 0.12
C -0.644 -0.862 -0.361 -0.20
H 0.281 0.978 1.870 0.09
H 2.317 0.396 -0.119 0.07
```

Values from the calculation:
LUMO, eV: 1.172
HOMO energy, eV: -7.9
SMILES string: C/C=C/NC
Charge: 0
Orbital gap, eV: 9.03

***

--- three ---
# C4H9N

A single C4H9N molecule (the ωB97M-V functional and the def2-TZVPD basis, OMol25).

Structure (XYZ):
```
14
Properties=species:S:1:pos:R:3:lowdin_charge:R:1
C 0.833 0.798 -0.593 -0.22
H 0.193 1.925 1.076 0.10
H -1.660 0.454 1.543 0.11
C -0.828 -0.906 -0.106 -0.19
H 1.263 -1.323 -0.143 0.10
N -0.156 1.291 0.371 -0.08
H 0.689 1.314 -1.543 0.10
H -0.081 -0.350 1.700 0.10
H 0.664 -1.012 -1.752 0.10
C 0.568 -0.704 -0.716 -0.19
C -0.776 0.134 1.009 -0.24
H -0.987 -1.906 0.283 0.10
H 1.858 1.007 -0.262 0.11
H -1.581 -0.722 -0.868 0.11
```

Values from the calculation:
LUMO, eV: 1.204
HOMO energy, eV: -8.5
SMILES string: C1CCNC1
Charge: 0
Orbital gap, eV: 9.68

***

Quick one: most stable of them? three

***

--- one ---
# C4H9N

A 2-piece molecular cluster, C4H9N overall (the ωB97M-V functional and the def2-TZVPD basis, OMol25).

Structure (XYZ):
```
14
Properties=species:S:1:pos:R:3:lowdin_charge:R:1
H -1.518 -0.728 -3.709 0.05
H 1.392 2.796 4.180 0.05
H -2.001 -0.506 -1.973 0.05
H 1.187 -2.608 -1.136 0.06
H -0.196 -2.776 -2.912 0.09
H -0.059 -1.468 -0.256 0.08
H -0.336 2.011 4.250 0.03
N -0.317 2.600 3.422 -0.01
H 1.300 3.231 2.261 0.06
C 0.879 3.021 3.243 -0.13
C -0.487 -1.918 -2.257 -0.25
C 0.519 -1.765 -1.147 -0.12
H 1.063 -0.812 -1.266 0.08
C -1.426 -1.079 -2.699 -0.03
```

Values from the calculation:
LUMO, eV: 0.927
HOMO energy, eV: -8.7
SMILES string: C=CC.C=N
Charge: 0
Orbital gap, eV: 9.61

***

--- two ---
# C4H9N

A single C4H9N molecule (the ωB97M-V functional and the def2-TZVPD basis, OMol25).

Structure (XYZ):
```
14
Properties=species:S:1:pos:R:3:lowdin_charge:R:1
H 1.331 1.838 -0.259 0.06
H -1.379 -2.117 -0.072 0.12
C 0.001 -0.605 0.221 -0.37
H 0.464 -1.171 1.040 0.13
H 0.846 2.856 1.200 0.10
C -0.223 0.902 0.599 -0.28
N -1.116 -1.181 -0.496 -0.02
H -0.882 0.892 1.542 0.13
H -0.857 1.185 -0.271 0.11
C 0.951 1.795 0.761 -0.14
H 1.696 1.083 1.295 0.10
C 0.183 -1.087 -1.190 -0.15
H 0.890 -2.002 -1.370 0.13
H 0.233 -0.326 -1.978 0.09
```

Values from the calculation:
LUMO, eV: 1.147
HOMO energy, eV: -9.5
SMILES string: CC[C@@H]1CN1
Charge: 0
Orbital gap, eV: 10.66

***

--- three ---
# C4H9N

A 2-piece molecular cluster, C4H9N overall (the ωB97M-V functional and the def2-TZVPD basis, OMol25).

Structure (XYZ):
```
14
Properties=species:S:1:pos:R:3:lowdin_charge:R:1
H -0.007 0.407 2.483 0.06
C 0.776 2.501 2.274 -0.11
H -1.867 -2.078 -0.978 0.06
H 0.561 0.396 -1.695 0.06
H -0.559 -3.375 -0.692 0.01
C 0.225 1.350 1.940 -0.12
N -0.227 -0.194 -1.860 0.02
H 1.401 3.017 1.552 0.04
H -0.933 0.172 -1.352 0.01
C -0.068 -1.644 -1.981 -0.21
H 0.880 2.684 3.469 0.10
H 0.026 1.169 0.839 0.04
H 0.656 -1.872 -2.745 0.08
C -0.864 -2.534 -1.255 -0.03
```

Values from the calculation:
LUMO, eV: 0.975
HOMO energy, eV: -8.0
SMILES string: C=CN.C=C
Charge: 0
Orbital gap, eV: 9.01

***

Quick one: most stable of them? two

***

--- one ---
# C4H9N

A 2-piece molecular cluster, C4H9N overall (the ωB97M-V functional and the def2-TZVPD basis, OMol25).

Structure (XYZ):
```
14
Properties=species:S:1:pos:R:3:lowdin_charge:R:1
H 2.894 -0.690 -1.016 0.10
H 0.786 2.027 0.015 0.00
H -2.082 0.550 -1.199 0.02
H 1.747 -1.874 -0.395 0.06
H 2.671 -0.956 0.642 0.04
C -1.232 -0.510 0.290 -0.08
H -1.719 1.590 0.293 0.08
C -2.115 0.648 -0.180 -0.17
C 1.257 0.192 -0.037 -0.20
H -1.112 -0.359 1.309 0.00
H -3.053 0.367 0.244 0.06
H -1.698 -1.471 0.220 0.03
C 2.157 -0.915 -0.226 -0.09
N 1.498 1.402 0.041 0.14
```

Values from the calculation:
LUMO (alpha / beta), eV: 0.613 / 0.781
HOMO energy (alpha / beta), eV: -8.1 / -7.5
Charge: 0
Orbital gap (alpha / beta), eV: 8.66 / 8.30

***

--- two ---
# C4H9N

A single C4H9N molecule (the ωB97M-V functional and the def2-TZVPD basis, OMol25).

Structure (XYZ):
```
14
Properties=species:S:1:pos:R:3:lowdin_charge:R:1
H -0.780 -1.913 -0.694 0.10
H -2.268 0.066 0.843 0.11
H 1.807 0.179 1.071 0.07
H -0.330 1.935 -0.736 0.10
N 0.429 -0.084 -0.528 -0.23
C -0.583 -1.045 -0.069 -0.20
C -0.433 1.048 -0.100 -0.18
H 2.353 -1.011 -0.220 0.08
H 2.350 0.750 -0.520 0.08
H -0.110 1.363 0.968 0.12
H -2.256 0.051 -0.917 0.09
H -0.374 -1.333 0.971 0.11
C -1.616 0.061 -0.066 -0.16
C 1.810 -0.066 -0.005 -0.10
```

Values from the calculation:
LUMO, eV: 1.262
HOMO energy, eV: -8.4
SMILES string: CN1CCC1
Charge: 0
Orbital gap, eV: 9.70

***

Quick one: most stable of them? two

***

--- one ---
# C4H9N

A 2-piece molecular cluster, C4H9N overall (the ωB97M-V functional and the def2-TZVPD basis, OMol25).

Structure (XYZ):
```
14
Properties=species:S:1:pos:R:3:lowdin_charge:R:1
H 2.156 0.347 2.228 0.09
H -0.726 -2.355 -2.202 0.01
N 0.804 1.836 1.676 -0.04
H -1.106 2.601 -1.132 0.06
H 0.275 -2.189 -0.745 0.00
C -0.253 2.288 0.849 -0.27
C 1.215 0.632 1.642 -0.06
C -0.530 -2.793 -1.210 -0.07
H 0.862 -0.117 0.889 0.07
H -0.309 -3.872 -1.391 0.02
H 0.426 1.429 -1.011 0.07
C -0.319 2.118 -0.486 -0.02
H -1.400 -2.669 -0.503 0.03
H -1.095 2.744 1.396 0.10
```

Values from the calculation:
LUMO, eV: 0.859
HOMO energy, eV: -9.2
SMILES string: C=CN=C.C
Charge: 0
Orbital gap, eV: 10.08

***

--- two ---
# C4H9N

C4H9N as an isolated structure (the ωB97M-V functional and the def2-TZVPD basis, OMol25).

Structure (XYZ):
```
14
Properties=species:S:1:pos:R:3:lowdin_charge:R:1
H 0.283 1.633 -0.185 0.12
H 0.665 -1.379 -2.309 0.00
H -1.830 1.153 0.891 0.13
H 3.386 1.859 -1.925 0.01
N 0.857 -0.363 -0.516 -0.09
C 0.060 0.574 -0.043 -0.11
H 3.421 1.368 -1.345 0.00
C -1.074 -0.837 1.541 -0.12
H -2.013 -0.070 -0.267 0.11
C 0.264 -0.577 -1.707 -0.02
H -0.746 -1.734 1.058 0.06
C -1.286 0.225 0.483 -0.24
H -0.109 -0.747 2.044 0.07
H -1.879 -1.106 2.280 0.10
```

Values from the calculation:
LUMO, eV: -0.744
HOMO energy, eV: -7.4
Charge: 0
Orbital gap, eV: 6.69

***

Quick one: most stable of them? one